(1)
Here is C22H44BiN3O2P3 as an isolated structure from the Open Molecules 2025 dataset. Energies are from the ωB97M-V functional and the def2-TZVPD basis.

Properties
HOMO level in eV: -16.1
Energy above the lowest of the compared OMol25 structures with the same formula, charge and spin in eV: 0.2356
LUMO in eV: -9.8020
Net charge: +3

CARTESIAN COORDINATES (ANGSTROEM)
C (-3.0813, 1.9115, -0.6928)
C (-1.1148, -1.4364, 4.0847)
H (1.3559, -0.4682, -5.2648)
P (2.3729, -0.2247, -0.0542)
C (-4.1958, -0.7189, -0.3282)
H (2.5923, -1.0433, 2.2297)
H (-4.6009, 0.9381, -2.9014)
C (0.3083, 0.5180, -6.9031)
C (-0.1039, 0.9880, -4.5916)
N (-0.8518, -0.3966, 1.5479)
H (-1.1719, -1.9422, 5.0456)
H (2.0986, 1.3144, 1.7958)
H (1.9596, -2.2814, -4.0680)
N (-1.4231, 1.7067, 2.2743)
H (-3.2814, 1.9261, 0.3881)
H (4.0480, -1.4016, 1.2536)
H (1.7776, 4.0560, -0.9922)
C (0.6052, 0.2659, -5.5630)
H (2.6549, -3.4450, -1.2993)
H (0.1685, 4.6555, -1.7246)
O (0.0221, 0.6606, -3.2339)
H (-1.9810, 3.0307, -6.5372)
H (0.6977, 3.9514, 1.2612)
C (-0.9778, -4.1059, -2.4204)
H (0.5893, -3.6394, 3.9678)
H (-0.9397, 1.6007, -8.2915)
C (1.6862, -3.9659, -1.3191)
P (-2.9532, 0.1918, -1.3115)
H (-1.0132, 2.1152, 1.4374)
C (-1.2318, 0.3987, 2.5635)
H (-1.6539, 2.3462, 3.0247)
H (3.5676, 1.6765, 0.8417)
H (-1.4332, -4.2725, -1.4350)
H (-0.0268, -4.0936, 2.3519)
C (-0.6624, 1.4657, -7.2452)
H (-4.0937, -0.4903, 0.7423)
C (-1.4430, -0.1300, 3.8491)
C (2.5058, 1.3941, 0.7781)
H (-1.4116, 2.6212, -4.1023)
H (1.8215, -4.9548, -1.7812)
C (1.1233, -2.9886, -3.9726)
H (-2.1475, 2.4654, -0.8807)
H (-1.8093, 0.5121, 4.6373)
H (-5.2095, -0.4480, -0.6606)
H (-4.0085, -0.7054, -3.3051)
O (-0.3225, -2.4664, 0.7962)
H (-1.7239, -3.6417, -3.0818)
C (0.1329, 4.2354, 0.3658)
C (3.7888, -0.2249, -1.2091)
H (1.9588, 2.1845, 0.2424)
H (-0.6745, -5.0717, -2.8511)
H (0.5602, -0.1912, -3.1712)
C (-3.7111, 0.2969, -2.9686)
C (-0.6241, -1.7128, 1.7763)
H (-4.0502, -1.8000, -0.4694)
H (-3.8986, 2.4200, -1.2239)
H (3.7560, -1.1198, -1.8486)
H (0.3388, -2.7138, -4.6930)
N (-0.6756, -2.2177, 3.0482)
C (-1.2729, 2.2465, -6.2601)
C (-0.9781, 2.0230, -4.9085)
H (1.4844, -4.0016, -4.1996)
C (-0.2803, -3.6118, 3.2988)
H (-3.0140, 0.7221, -3.7037)
H (-1.1041, -4.1521, 3.7791)
H (2.5709, -2.3926, 1.0589)
H (3.7566, 0.6705, -1.8464)
Bi (-0.2462, -0.5966, -1.0406)
C (0.7192, 4.3017, -0.8428)
P (0.4620, -2.9929, -2.2715)
H (4.7272, -0.2312, -0.6332)
H (-0.9060, 4.5526, 0.5070)
H (0.8363, -0.0359, -7.6773)
H (1.3364, -4.0977, -0.2863)
C (2.9475, -1.3781, 1.2455)

Löwdin atomic charge list, values in e, 2 entries: -0.252, 0.043

(2)
Here is C22H44Cl4F6O15PPb as an isolated structure from the Open Molecules 2025 dataset. Energies are from the ωB97M-V functional and the def2-TZVPD basis.

Properties
HOMO level in eV: -11.6
LUMO in eV: -10.3456
Net charge: +1

CARTESIAN COORDINATES (ANGSTROEM)
C (6.1370, 4.1482, 3.4392)
H (-3.1740, 4.3546, 5.5824)
H (-5.1007, -2.2167, -7.9766)
H (4.8975, 0.0367, -4.3911)
H (-8.7102, 4.2180, 2.3553)
H (-7.9756, -2.7932, -0.0215)
H (-3.7416, 6.3765, 6.9700)
Cl (-3.2980, -11.4016, -1.8788)
H (7.0607, -8.2750, 0.2128)
H (-7.1871, 2.2288, 2.6365)
H (-1.3469, -11.9548, -0.6414)
C (7.8272, -8.6428, 0.8950)
H (5.8921, -0.7094, 3.2739)
H (6.0611, -1.1270, 4.9653)
C (7.0411, 5.9388, -5.1271)
C (-8.9411, 3.2369, 1.9403)
F (-0.7407, -5.2786, 0.5346)
C (-2.4161, -11.8957, -0.4378)
H (-2.4251, -2.5823, -8.0552)
H (-2.6383, -2.3231, -6.2522)
H (-2.5357, -11.1922, 0.3862)
H (-2.9390, -0.4555, 5.4104)
O (4.6186, 2.7581, -3.8873)
H (-1.3523, -0.3148, 6.2152)
C (-3.7428, 5.3729, 7.3952)
O (-1.7115, 2.1726, 5.4593)
O (-3.2089, 2.9618, 7.0386)
C (-4.4599, -2.7406, -7.2673)
H (5.4077, 6.0474, 3.7065)
O (6.3416, 2.9360, 4.1305)
H (4.1401, 4.7596, 4.0447)
H (-1.8361, 4.5276, 6.8192)
H (5.6469, -0.3909, -5.8936)
H (-0.9721, 2.3691, -6.6852)
H (-2.7687, -1.1750, 6.9730)
C (-7.6822, 2.4376, 1.6882)
F (1.3236, -5.9293, 1.3148)
F (2.3129, -4.9541, -0.3831)
C (-3.0496, -2.1897, -7.2528)
H (4.5335, -0.6582, 4.3253)
H (-2.0932, 3.3047, -7.7169)
C (-2.4315, -0.3338, 6.3674)
O (5.9120, 1.6224, -5.3755)
O (-2.8118, 0.8662, 6.9262)
C (-7.0773, 0.2145, 0.8747)
H (5.0076, 5.2282, -5.1474)
O (-3.0658, -0.7653, -7.6435)
C (5.1070, 0.4125, -5.3926)
Cl (9.2136, -7.4955, 0.9924)
H (7.2445, 5.8474, -6.1940)
H (5.6705, 5.1457, -3.5902)
H (-6.4251, -2.0857, -0.3266)
O (4.6783, 1.8399, 2.8932)
C (-2.8942, 4.3414, 6.6358)
F (0.6164, -6.3796, -0.8721)
O (-8.0216, 1.1966, 1.0296)
O (-5.8579, 0.3500, 0.9810)
F (0.8791, -3.8041, 1.0818)
C (-2.4840, 2.0291, 6.3981)
H (7.0824, 4.6879, 3.3831)
O (5.9192, 0.9247, 4.6441)
P (0.7882, -5.1014, 0.0788)
Cl (-2.9317, -13.5300, 0.1339)
H (-9.6323, 2.7373, 2.6191)
F (0.4424, -4.0097, -1.0780)
C (-7.2210, -2.1396, 0.4162)
H (-3.3222, 5.3903, 8.4006)
Cl (6.9780, -8.6664, 2.5269)
O (-7.8498, -0.8970, 0.5984)
Pb (-0.0351, 1.2929, -0.1246)
H (-4.4095, -3.7979, -7.5274)
C (5.5957, -0.4174, 4.2813)
H (-6.8541, -2.5025, 1.3763)
H (5.7742, 3.9249, 2.4359)
H (5.2901, 5.0724, 5.2806)
C (5.1619, 5.1064, 4.1987)
H (-9.4456, 3.3817, 0.9850)
C (5.9357, 4.9771, -4.6339)
C (-2.4557, 0.2178, -6.7887)
C (-2.0170, 2.5394, -6.9445)
H (-4.9668, -2.5044, -6.3317)
H (4.1038, 0.5048, -5.8089)
H (6.7877, 6.9676, -4.8712)
O (-2.5764, 1.3607, -7.4415)
O (-1.9228, 0.0702, -5.7112)
O (6.4061, 3.6789, -4.9653)
C (5.5889, 2.6695, -4.6329)
C (5.5911, 1.9146, 3.7987)
H (-4.7715, 5.0172, 7.3361)
H (8.0106, 5.7803, -4.6548)
H (-7.0329, 2.9815, 1.0021)
H (8.1530, -9.6425, 0.6076)
H (-2.6186, 2.7947, -6.0722)

Löwdin atomic charge list, values in e, 2 entries: -0.205, 0.116

| no. | Kohn-Sham gap (eV) | calculated total energy (eV) |
| --- | --- | --- |
| 1 | 6.28 | -65775.020 |
| 2 | 1.22 | -135161.269 |